(1)
DFT (the ωB97M-V functional and the def2-TZVPD basis) results for a 11-piece molecular cluster, C39H57N4O32 overall.

Values from the calculation:
* gap between HOMO and LUMO: 8.92 eV
* multiplicity: 1
* max |F|: 3.2 eV/Å
* net charge: +1
* energy: -4146.829475 hartree

Last column: Löwdin charge in e.
Atoms and positions in Å:
C -0.4114 0.7876 -1.9023  -0.08
C -1.2038 2.0838 -1.5202  -0.14
C -1.1050 3.2191 -2.5699  -0.46
O -0.1263 3.8676 -2.6488  0.18
O -2.1740 3.5222 -3.4537  -0.02
C -2.1528 2.5422 -4.5054  -0.16
C -3.0860 1.3551 -4.1147  -0.08
N -3.6416 0.6028 -5.2541  -0.05
C -5.1091 0.3448 -5.2137  -0.13
C -5.4113 -0.4614 -3.8803  -0.06
C -2.9511 0.1223 -6.2507  -0.29
N -3.3443 -0.5908 -7.3592  0.15
C -2.3056 -0.8668 -8.1604  -0.04
N -1.2058 -0.3635 -7.5526  0.09
N -1.6047 0.2304 -6.4184  0.13
H 0.2816 0.9941 -2.7420  0.08
H -1.0626 -0.0546 -2.2263  0.07
H 0.1208 0.4237 -1.0025  0.07
H -2.2842 1.9134 -1.3285  0.11
H -0.7529 2.4865 -0.5924  0.11
H -1.0918 2.1815 -4.5467  0.11
H -2.3625 2.9762 -5.5013  0.12
H -2.6214 0.6220 -3.4253  0.11
H -3.9413 1.7998 -3.5628  0.15
H -5.4282 -0.3145 -6.0401  0.11
H -5.6687 1.3028 -5.2127  0.14
H -5.7373 0.2736 -3.1216  0.05
H -4.4938 -0.9530 -3.4858  0.09
H -6.1998 -1.2215 -4.0444  0.09
H -2.3133 -1.3903 -9.1251  0.12
H -0.2253 -0.3823 -7.8157  0.19
H -0.8634 0.6466 -5.8655  0.17
C -4.0298 -4.3837 -6.9435  -0.13
C -4.9103 -3.7479 -7.9865  -0.14
O -4.9623 -4.7417 -9.0064  0.05
C -4.6954 -5.9434 -8.4194  -0.55
O -4.8209 -6.9926 -8.9547  0.18
O -4.2656 -5.7751 -7.1378  0.07
H -4.2940 -4.0824 -5.9309  0.13
H -2.9681 -4.1787 -7.1091  0.13
H -5.9235 -3.5617 -7.6220  0.14
H -4.4972 -2.8180 -8.3726  0.10
C 0.1327 1.2704 3.8793  -0.11
C -0.6028 2.5558 3.6231  -0.11
O -1.0106 2.4126 2.2590  0.06
C -1.0536 1.0847 1.9852  -0.55
O -1.5176 0.6223 0.9849  0.13
O -0.5080 0.3557 2.9831  0.08
H 0.0390 0.9344 4.9100  0.14
H 1.1921 1.3322 3.6237  0.12
H -1.4915 2.6642 4.2488  0.14
H 0.0279 3.4328 3.7528  0.14
C 3.7578 -2.6669 3.1909  -0.12
C 3.5754 -1.7235 2.0341  -0.12
O 3.1101 -0.5325 2.6718  0.05
C 3.5327 -0.5712 3.9630  -0.56
O 3.4564 0.3449 4.7232  0.15
O 4.0503 -1.7819 4.2752  0.08
H 4.5705 -3.3719 3.0333  0.12
H 2.8480 -3.2232 3.4244  0.14
H 4.5135 -1.5046 1.5185  0.13
H 2.8500 -2.0861 1.3081  0.13
C 5.9886 -7.6055 4.9300  -0.12
C 6.3694 -6.1491 4.8937  -0.12
O 5.4434 -5.6073 3.9504  0.04
C 4.3614 -6.4306 3.9230  -0.56
O 3.3416 -6.1746 3.3659  0.16
O 4.5969 -7.5742 4.6110  0.07
H 6.1532 -8.0579 5.9059  0.14
H 6.5110 -8.1949 4.1732  0.14
H 6.2245 -5.6532 5.8560  0.14
H 7.3953 -5.9914 4.5663  0.14
C -2.9709 -2.9615 -13.2797  -0.10
C -3.6687 -3.1799 -11.9638  -0.11
O -2.6855 -2.7439 -11.0181  0.03
C -1.8572 -1.8797 -11.6621  -0.57
O -1.0344 -1.2111 -11.1087  0.13
O -2.0840 -1.8745 -12.9890  0.09
H -3.6589 -2.6984 -14.0802  0.14
H -2.3793 -3.8247 -13.5902  0.14
H -4.5627 -2.5624 -11.8546  0.14
H -3.9369 -4.2209 -11.7961  0.14
C -5.5970 0.6784 1.2077  -0.12
C -6.3319 1.9818 1.0379  -0.12
O -6.7969 1.9056 -0.3108  0.06
C -6.8651 0.5917 -0.6446  -0.56
O -7.3711 0.1758 -1.6403  0.14
O -6.2816 -0.1869 0.3001  0.07
H -5.6504 0.2953 2.2249  0.14
H -4.5476 0.7453 0.9088  0.12
H -7.1932 2.0682 1.7036  0.14
H -5.6881 2.8479 1.1792  0.13
C -1.1869 3.4657 -9.0942  -0.14
C -0.5922 4.1532 -7.8914  -0.14
O -0.5918 5.5210 -8.2732  0.07
C -1.5540 5.6791 -9.2277  -0.55
O -1.9261 6.7238 -9.6384  0.19
O -2.0312 4.4694 -9.6439  0.07
H -1.7618 2.5770 -8.8300  0.12
H -0.4324 3.1918 -9.8358  0.14
H -1.2076 4.0375 -6.9952  0.11
H 0.4194 3.8118 -7.6729  0.14
C 5.4076 1.7329 7.8381  -0.12
C 5.2255 2.6701 6.6788  -0.11
O 4.7589 3.8653 7.3098  0.07
C 5.1782 3.8343 8.5993  -0.57
O 5.1000 4.7506 9.3570  0.15
O 5.6991 2.6214 8.9188  0.04
H 6.2233 1.0277 7.6818  0.14
H 4.5009 1.1789 8.0758  0.10
H 6.1643 2.8868 6.1620  0.13
H 4.5003 2.3030 5.9552  0.11
C 6.0270 1.9381 12.3006  -0.13
C 7.3066 2.6792 12.5684  -0.12
O 7.9533 1.8458 13.5317  0.06
C 7.4564 0.5875 13.3839  -0.56
O 7.8997 -0.3771 13.9166  0.16
O 6.3837 0.5792 12.5451  0.06
H 5.6767 2.0696 11.2789  0.11
H 5.2275 2.2229 12.9906  0.13
H 7.9398 2.7550 11.6816  0.14
H 7.1378 3.6778 12.9668  0.14
C 2.3814 1.5066 11.8099  -0.13
C 0.9384 1.3294 11.4224  -0.12
O 0.9560 1.5932 10.0206  0.07
C 2.2143 1.3551 9.5771  -0.54
O 2.5223 1.3196 8.4259  0.15
O 3.0745 1.1614 10.6122  0.06
H 2.6774 0.8551 12.6305  0.14
H 2.6217 2.5395 12.0727  0.14
H 0.5825 0.3096 11.5852  0.14
H 0.2770 2.0213 11.9403  0.14

---

(2)
DFT (the ωB97M-V functional and the def2-TZVPD basis) results for a 4-piece molecular cluster, C39H58BNO15S overall.

Values from the calculation:
* structure (SMILES): CCCCC[C@@]1(CCO)[C@@](N)(Cc2ccccc2C)C[C@](B(O)OCC)(c2ccccc2)OS1(=O)=O.C[C@@H]1COC(=O)O1.C[C@@H]1COC(=O)O1.C[C@@H]1COC(=O)O1
* gap between HOMO and LUMO: 8.24 eV
* multiplicity: 1
* max |F|: 7.7 eV/Å
* net charge: 0
* energy: -3126.481973 hartree

Last column: Löwdin charge in e.
Atoms and positions in Å:
C -5.6819 1.9787 -0.7123  -0.13
C -4.2031 2.5053 -0.1353  -0.24
C -4.0879 1.9541 1.4040  -0.20
C -2.5310 1.5285 1.8438  -0.19
C -2.3730 -0.0788 2.1514  -0.16
C -1.5341 -0.8988 0.9561  -0.30
C -2.0973 -0.2902 -0.4499  -0.13
C -1.9337 -1.2235 -1.7734  -0.19
O -0.8711 -0.7587 -2.7263  -0.15
C 0.0973 -0.8343 1.1508  -0.34
N 0.6957 -0.2412 -0.1422  0.07
C 0.5744 0.2346 2.3461  -0.10
C 2.2120 0.3102 2.5306  -0.10
C 2.9808 -0.7432 3.5784  -0.03
C 4.6119 -0.7891 3.8040  -0.08
C 5.5892 0.2462 2.9824  -0.08
C 4.8632 1.3345 1.9700  -0.03
C 3.2106 1.3698 1.7506  -0.13
C 2.6272 2.5086 0.7256  -0.11
C 0.8152 -2.2723 1.4521  -0.07
C 0.3901 -3.5112 0.4782  -0.30
B 1.1256 -4.8697 1.1378  -0.36
O 2.5474 -5.1802 0.8225  0.05
O 0.3013 -5.6913 2.0691  -0.03
C 1.0924 -6.1469 3.2225  -0.23
C 1.6253 -4.9270 4.2046  -0.10
C 0.9976 -3.4217 -1.0614  -0.05
C 2.3820 -2.6636 -1.5005  -0.01
C 2.9232 -2.6190 -3.0691  -0.02
C 2.0746 -3.3591 -4.3012  -0.03
C 0.6996 -4.1705 -3.8584  -0.06
C 0.1787 -4.2019 -2.2938  -0.02
O -1.0389 -3.8333 0.4253  -0.23
S -2.0115 -2.7197 1.2590  0.87
O -2.0158 -3.0825 2.7742  -0.34
O -3.4874 -2.9003 0.7636  -0.36
H -6.4440 1.8470 0.1951  0.05
H -6.1857 2.7441 -1.4429  0.08
H -5.6070 0.8956 -1.2012  0.08
H -4.2495 3.6919 -0.1751  0.11
H -3.3354 2.1807 -0.8498  0.09
H -4.8667 1.0909 1.6195  0.10
H -4.4267 2.8595 2.1050  0.12
H -2.3685 2.0758 2.8925  0.12
H -1.7200 1.9762 1.1268  0.10
H -2.0044 -0.3426 3.2300  0.11
H -3.4778 -0.5270 2.0757  0.12
H -1.6671 0.7849 -0.7100  0.12
H -3.2687 -0.1167 -0.2968  0.13
H -1.8006 -2.3688 -1.5910  0.10
H -2.9474 -1.1116 -2.3949  0.14
H -0.2375 -1.5090 -2.9230  0.06
H 0.4754 0.7851 -0.1979  0.08
H 1.7356 -0.3174 -0.1422  0.06
H 0.1446 -0.0503 3.4053  0.12
H 0.2466 1.3230 1.9881  0.11
H 2.2863 -1.5121 4.1454  0.08
H 5.0545 -1.6073 4.5521  0.09
H 6.7492 0.1921 3.1259  0.08
H 5.5997 2.0691 1.3933  0.09
H 2.7836 2.2449 -0.4113  0.10
H 3.2804 3.4898 0.9132  0.07
H 1.5294 2.7986 1.0107  0.07
H 2.0091 -2.2359 1.4307  0.15
H 0.5533 -2.5628 2.5803  0.13
H 2.6001 -6.1111 0.4472  0.13
H 1.9764 -6.8814 2.9352  0.13
H 0.3529 -6.7929 3.9013  0.14
H 1.9177 -5.4451 5.2384  0.09
H 2.5984 -4.3997 3.7999  0.08
H 0.7841 -4.1243 4.4464  0.09
H 3.0383 -2.0955 -0.6982  0.09
H 3.9226 -2.0301 -3.3425  0.08
H 2.4184 -3.3187 -5.4232  0.07
H 0.0860 -4.7164 -4.6966  0.08
H -0.8062 -4.7928 -2.0293  0.10
C 5.2635 0.0250 -8.9632  -0.02
C 5.1654 -1.3522 -8.3370  -0.35
C 3.7771 -1.9176 -8.3481  -0.11
O 3.7937 -2.7914 -7.2333  0.04
C 4.6899 -2.2590 -6.3493  -0.48
O 4.7880 -2.5927 -5.1790  0.09
O 5.4571 -1.2982 -6.9483  0.09
H 5.0855 -0.0185 -10.0418  0.09
H 4.5388 0.7157 -8.5180  0.09
H 6.2543 0.4571 -8.7867  0.09
H 5.8840 -2.0325 -8.8103  0.16
H 3.5531 -2.4631 -9.2690  0.15
H 2.9982 -1.1655 -8.1796  0.15
C 4.0574 8.9648 1.1604  -0.02
C 3.6500 7.5293 1.4286  -0.35
C 4.4245 6.5272 0.6266  -0.11
O 3.5170 5.4436 0.5323  0.01
C 2.2664 5.9932 0.5768  -0.50
O 1.2411 5.4036 0.2741  0.13
O 2.3173 7.2931 0.9989  0.09
H 5.0668 9.1644 1.5320  0.09
H 4.0295 9.1914 0.0887  0.09
H 3.3605 9.6580 1.6433  0.09
H 3.7045 7.3176 2.5035  0.16
H 5.3506 6.2196 1.1202  0.15
H 4.6564 6.8664 -0.3893  0.14
C -9.6663 0.0910 4.3401  -0.02
C -9.4269 0.5884 2.9281  -0.35
C -8.0194 0.3872 2.4530  -0.11
O -7.8680 1.4221 1.4977  0.01
C -8.6907 2.4350 1.9045  -0.50
O -8.6434 3.5778 1.4775  0.14
O -9.5690 1.9996 2.8582  0.09
H -9.6040 -1.0001 4.3898  0.09
H -8.9360 0.5139 5.0389  0.09
H -10.6540 0.4041 4.6949  0.09
H -10.1547 0.1378 2.2422  0.16
H -7.8673 -0.5936 1.9939  0.15
H -7.2685 0.5352 3.2372  0.14